Density functional theory data (ωB97M-V/def2-TZVPD) for a structure of composition C10H6IrNS4 in a non-equilibrium geometry.

ORCA input file:
```
! wB97M-V def2-TZVPD RIJCOSX def2/J DEFGRID3
* xyz 0 5
Ir 0.11 -0.03 0.23
S -2.52 3.55 1.06
C -1.74 3.19 2.54
C -0.89 2.13 2.45
C -0.86 1.55 1.14
C -1.70 2.24 0.29
C -1.86 1.86 -1.10
C -2.68 2.50 -2.02
C -2.72 2.03 -3.32
C -1.95 0.93 -3.68
C -1.16 0.34 -2.72
N -1.11 0.79 -1.46
H -1.95 3.79 3.41
H -0.32 1.76 3.28
H -3.26 3.35 -1.72
H -3.36 2.52 -4.05
H -1.96 0.54 -4.69
H -0.54 -0.52 -2.94
S 3.01 -3.46 0.76
C 1.94 -2.23 0.46
S 0.22 -2.35 0.65
S 2.38 -0.64 -0.04
*
```

The value obtained for the HOMO energy (spin up / spin down) is -7.484 / -8.271 eV. Its frontier orbital gap (spin up / spin down) is 0.2601 / 0.2115 Ha. Its max |F| is 1.99 eV Å⁻¹. The total energy is -58134.5541 eV. For the energy above the lowest of the compared OMol25 structures with the same formula, charge and spin, the calculation gives 0.0 kJ/mol.